{
  "formula": "C4H6N4",
  "method": "ωB97M-V with the def2-TZVPD basis set",
  "orbital_gap_ev": 9.4,
  "lumo_ev": 0.6,
  "energy_ev": -10203.466,
  "charge": 0,
  "e_above_lowest_kcal_mol": 57.1,
  "fmax_ev_per_a": 5.3,
  "smiles": "c1nnc2n1CCN2",
  "homo_energy_ev": -8.86,
  "elements": ["C", "C", "C", "C", "H", "H", "H", "H", "H", "H", "N", "N", "N", "N"],
  "xyz": [[2.1059, 0.0259, -0.0490], [1.1360, 1.2636, 0.1065], [-1.4846, 0.9833, -0.1295], [-0.0977, -0.6881, 0.0846], [2.5658, 0.1383, -1.0820], [2.9008, 0.0068, 0.8799], [1.0786, 1.6054, 1.1032], [1.4529, 2.0580, -0.6687], [-1.9195, 2.0093, -0.1568], [1.2377, -2.0741, -0.6827], [-0.1859, 0.6054, -0.0412], [-2.2269, -0.0956, 0.0144], [-1.2668, -1.1773, 0.0784], [1.2120, -1.2256, 0.0243]],
  "forces_ev_per_a": [[0.88, -0.71, 0.64], [0.06, -0.64, -1.64], [-1.42, -0.33, 1.00], [0.44, -1.48, -0.89], [-0.05, -0.48, 1.54], [-1.80, -0.01, -2.72], [0.78, 0.97, 0.99], [-1.06, -1.10, 1.36], [0.86, -1.01, -0.06], [0.46, 2.78, 1.81], [2.51, 4.49, -1.04], [2.20, -0.68, -0.64], [-3.29, -1.46, 0.52], [-0.57, -0.36, -0.87]],
  "mulliken_charge": [-0.31, -0.51, -0.01, 0.33, 0.27, 0.24, 0.33, 0.28, 0.37, 0.32, 0.04, -0.43, -0.56, -0.36]
}